114
Properties=species:S:1:pos:R:3:forces:R:3 method="wB97M-V/def2-TZVPD" de_lowest_kj_mol=0.00 gap_ev=6.81 total_charge=-1 spin_multiplicity=1 lumo_energy_ev=2.0590 homo_energy_ev=-4.7 energy_ha=-4882.666959
Ba 0.64824 -0.39527 0.35312 -2.6 -0.2 0.5
C -1.18903 0.29074 4.07145 -0.1 0.0 0.0
C -0.61891 -1.12617 3.93792 0.0 0.0 0.0
N -1.11143 -1.84387 2.78327 0.2 -0.1 -0.2
C -2.36757 -2.54104 2.89490 -0.1 0.1 0.0
C -3.61055 -1.64786 2.90064 0.0 0.0 0.0
S -3.71071 -0.43071 1.55423 0.0 -0.1 -0.1
C -3.64965 1.13549 2.46274 0.0 0.1 0.0
C -2.30509 1.86499 2.54267 0.0 0.0 -0.1
N -1.16852 1.00812 2.80782 0.2 0.0 -0.1
H -0.62502 0.81439 4.85687 0.0 0.0 0.0
H -2.21736 0.23980 4.43331 0.0 0.0 0.0
H -0.80076 -1.66844 4.88305 0.0 0.0 0.0
H 0.46431 -1.05322 3.82953 0.0 0.0 0.0
H -0.40008 -2.45823 2.40820 0.0 -0.1 0.0
H -2.42310 -3.16688 3.80519 0.0 0.0 0.0
H -2.43453 -3.21147 2.04083 0.0 0.0 0.0
H -3.70634 -1.10917 3.84355 0.0 0.0 0.0
H -4.48582 -2.29713 2.82430 0.0 0.0 0.0
H -4.06013 0.94980 3.45703 0.0 0.0 0.0
H -4.35935 1.80106 1.96827 0.0 0.0 0.0
H -2.42943 2.66166 3.29902 0.0 0.0 0.0
H -2.12024 2.36054 1.58850 0.0 0.0 0.0
H -0.31379 1.54603 2.70995 0.0 0.0 0.1
S -1.37280 1.61100 -0.85227 -0.3 0.2 -0.3
C -1.05298 1.28817 -2.52211 0.2 0.0 0.0
N -0.68937 2.12143 -3.43913 0.0 -0.1 0.0
N -0.45800 3.38500 -3.03587 -0.1 0.0 0.0
C 0.17544 4.26260 -3.89005 0.0 0.0 0.0
C 0.60334 5.50019 -3.39746 0.0 0.0 0.0
C 1.23310 6.40614 -4.23117 0.0 0.0 0.0
C 1.45507 6.10768 -5.57043 0.0 0.0 0.0
C 1.03232 4.87698 -6.05482 0.0 0.0 0.0
C 0.39962 3.95552 -5.23553 0.0 0.0 0.0
N -1.05038 -0.02944 -3.08950 0.0 0.0 0.1
N -0.70205 -0.92457 -2.30774 0.0 -0.1 -0.1
C -0.67800 -2.22888 -2.90246 0.0 0.2 0.1
C -1.68191 -2.66827 -3.75468 0.0 -0.1 0.0
C -1.64896 -3.97410 -4.22013 0.0 0.0 0.0
C -0.61470 -4.82682 -3.85362 0.0 0.0 0.0
C 0.39464 -4.37450 -3.01426 0.0 0.1 -0.1
C 0.35382 -3.07682 -2.52456 0.0 -0.1 -0.1
H -0.49702 3.56160 -2.03334 0.0 0.0 0.0
H 0.45367 5.72724 -2.34990 0.0 0.0 0.0
H 1.56115 7.35680 -3.82627 0.0 0.0 0.0
H 1.94959 6.81692 -6.22089 0.0 0.0 0.0
H 1.19832 4.62039 -7.09452 0.0 0.0 0.0
H 0.07935 2.99618 -5.61388 0.0 0.0 0.0
H -2.48270 -1.99183 -4.02111 0.0 0.0 0.0
H -2.44058 -4.33289 -4.86576 0.0 0.0 0.0
H -0.60059 -5.84753 -4.21384 0.0 0.0 0.0
H 1.20391 -5.03358 -2.72612 0.0 0.0 0.0
H 1.12535 -2.72074 -1.85070 0.0 0.0 0.0
N 0.94960 8.07865 -0.53226 0.0 0.0 0.0
C 1.29962 6.79419 -0.10804 0.0 0.0 0.0
C 2.63639 6.39494 -0.09589 0.0 0.0 0.0
C 2.98627 5.13213 0.34485 0.0 0.0 0.0
C 2.00574 4.25896 0.78822 -0.1 0.0 0.0
C 0.67241 4.64448 0.78273 0.0 0.0 0.0
C 0.32063 5.90735 0.34193 0.0 0.0 0.0
S 2.41850 2.63788 1.34213 0.0 0.0 -0.1
O 3.82231 2.61518 1.66315 0.0 0.1 0.0
O 1.49978 2.33767 2.43391 0.1 0.0 0.0
N 2.00747 1.60284 0.21113 1.3 1.3 -0.1
C 2.48316 1.59255 -1.05890 0.2 0.3 0.0
N 2.10816 0.49560 -1.76209 0.3 0.2 -0.2
C 2.47267 0.43717 -3.03411 -0.1 0.0 0.0
C 3.20450 1.43918 -3.64344 0.0 0.0 0.0
C 3.55561 2.50759 -2.83358 0.0 0.0 0.0
N 3.21985 2.59697 -1.55591 0.0 0.0 0.0
H 1.59620 8.48738 -1.18913 0.0 0.0 0.0
H -0.00334 8.16722 -0.85099 0.0 0.0 0.0
H 3.40193 7.08014 -0.44123 0.0 0.0 0.0
H 4.01738 4.80790 0.34655 0.0 0.0 0.0
H -0.08907 3.95190 1.11614 0.0 0.0 0.0
H -0.72112 6.20798 0.33984 0.0 0.0 0.0
H 2.14909 -0.44123 -3.58397 0.0 0.0 0.0
H 3.48033 1.39334 -4.68569 0.0 0.0 0.0
H 4.13528 3.33490 -3.23197 0.0 0.0 0.0
O 2.61569 -6.64701 -0.11189 -0.1 -0.3 0.1
C 1.37042 -6.98394 -0.38570 0.1 0.0 0.3
O 1.07226 -8.10056 -0.74073 -0.1 0.0 -0.2
C 0.33217 -5.92731 -0.20666 -0.1 0.0 0.0
C -0.99301 -6.07549 -0.56230 -0.1 0.0 0.0
Cl -1.76401 -7.35298 -1.38275 0.0 0.0 0.1
N -1.64297 -4.92867 -0.25014 0.0 0.0 0.0
N -0.79446 -4.01862 0.25752 -0.1 0.0 0.1
C 0.38883 -4.59625 0.29020 0.1 0.0 0.0
C 1.57454 -3.73772 0.65469 -0.1 0.1 -0.1
O 2.70711 -4.22706 0.52663 0.1 0.0 0.3
O 1.31047 -2.54488 0.96801 0.7 -1.8 0.4
C -3.01505 -4.56469 -0.39862 0.0 0.0 0.0
C -3.30720 -3.26504 -0.78571 0.0 0.0 0.0
C -4.63205 -2.87338 -0.89724 0.0 0.0 0.0
C -5.65423 -3.77104 -0.62368 0.0 0.0 0.0
C -5.34742 -5.06019 -0.21369 0.0 0.0 0.0
C -4.02600 -5.46245 -0.08792 0.0 0.0 0.0
H 2.67443 -5.70106 0.24202 0.1 0.3 -0.3
H -2.50740 -2.56175 -0.97235 0.0 0.0 0.0
H -4.85565 -1.85515 -1.18497 0.0 0.0 0.0
H -6.68672 -3.45902 -0.71260 0.0 0.0 0.0
H -6.13962 -5.75742 0.02669 0.0 0.0 0.0
H -3.79166 -6.45545 0.26504 0.0 0.0 0.0
I 2.60076 -3.68485 4.24538 0.0 0.0 0.0
C 3.04557 -1.77272 4.97884 0.0 0.1 0.0
C 3.61716 -1.65538 6.24083 0.0 0.0 0.0
C 3.88966 -0.38007 6.70280 0.0 0.0 0.0
C 3.58500 0.70817 5.89823 0.0 0.0 0.0
C 3.01992 0.47592 4.65572 0.0 0.0 -0.1
N 2.75383 -0.75312 4.19930 0.0 0.0 0.0
H 3.83468 -2.53514 6.82844 0.0 0.0 0.0
H 4.33462 -0.23898 7.67980 0.0 0.0 0.0
H 3.78187 1.72157 6.21891 0.0 0.0 0.0
H 2.76538 1.29183 3.99036 0.0 0.0 0.0

115
Properties=species:S:1:pos:R:3:forces:R:3 method="wB97M-V/def2-TZVPD" de_lowest_kj_mol=78.09 gap_ev=7.56 total_charge=-1 spin_multiplicity=1 lumo_energy_ev=2.5605 homo_energy_ev=-5.0 energy_ha=-2426.840906
C -0.13871 -0.01033 0.19580 -0.6 -1.5 1.6
O -1.53333 0.07935 0.25133 0.2 0.8 -0.6
H 0.42378 0.87311 -0.03535 0.2 1.0 -0.1
H 0.23218 -0.78645 -0.47502 0.0 -0.2 -0.3
H 0.06542 -0.34271 1.22716 1.4 0.1 -0.3
N 4.29354 -0.06004 -1.94831 -0.8 -0.1 -0.8
C 3.34935 -0.68831 -1.15805 1.3 -4.1 -2.5
C 3.27990 -2.08224 -1.69733 -0.1 3.3 1.8
C 4.11730 -2.14163 -2.83752 -0.9 0.9 0.3
C 4.61920 -0.88175 -3.06145 1.8 1.2 1.0
H 4.62081 0.90160 -1.76314 -0.4 -1.0 -0.6
H 2.85454 -0.23894 -0.32804 0.1 0.2 0.5
H 2.68940 -2.87520 -1.24439 0.2 0.2 -0.3
H 4.24107 -2.98469 -3.48412 0.1 -0.2 -0.2
H 5.33202 -0.51169 -3.84060 -0.8 -0.4 1.0
N -1.64904 -0.79069 -2.43695 -0.6 -0.5 -1.7
C -0.61847 -1.08577 -3.30805 -1.6 0.0 -0.6
C -1.14378 -1.38548 -4.60395 1.0 -0.8 1.5
C -2.56413 -1.35116 -4.53089 0.6 1.8 5.2
C -2.87311 -0.90061 -3.10088 2.7 -1.4 -3.1
H -1.48656 -0.55066 -1.43058 -0.8 -0.1 -1.0
H 0.34134 -1.12481 -2.82860 0.5 0.0 -0.6
H -0.49043 -1.82157 -5.40093 -0.9 0.8 0.7
H -3.28925 -1.64680 -5.24119 -0.5 0.0 -0.6
H -3.75725 -0.72412 -2.53628 -0.7 0.0 -0.2
N -4.13932 -0.02016 -0.23339 -0.6 -0.1 -0.9
C -4.85507 -1.22462 -0.21275 2.1 0.4 1.3
C -6.16148 -1.02575 -0.52557 0.4 2.0 -0.8
C -6.30851 0.35028 -0.92164 2.4 2.9 -0.4
C -4.91949 1.01992 -0.72082 -3.8 -4.9 0.3
H -3.08757 0.05551 -0.11936 -1.4 -0.2 -0.1
H -4.33807 -2.14390 0.12849 -0.5 0.8 -0.2
H -6.88226 -1.79709 -0.45206 -0.7 -0.4 -0.2
H -7.19666 0.90390 -1.43553 1.8 -1.3 1.3
H -4.44611 1.94854 -0.91608 -0.2 0.8 -0.2
N -1.50265 1.20411 2.71278 -0.9 1.2 1.5
C -0.66982 0.88649 3.74868 -1.3 1.5 2.5
C -1.09109 1.69903 4.90735 1.8 -1.9 -2.2
C -2.15796 2.50106 4.43366 0.8 -1.1 1.3
C -2.41971 2.19753 3.15114 0.1 -1.9 -2.0
H -1.50874 0.80290 1.75315 -0.2 0.1 -0.1
H 0.06668 0.08063 3.70474 -0.2 0.5 -0.1
H -0.57456 1.71883 5.88752 -0.6 0.0 -0.9
H -2.70512 3.11014 5.07931 -0.9 1.1 0.5
H -3.27698 2.47530 2.54505 0.5 0.0 -0.1
N -1.94264 2.57947 -1.10452 0.7 0.6 1.1
C -2.47361 3.77223 -0.59400 -0.4 0.7 -4.5
C -2.70079 4.61048 -1.83574 0.1 0.6 3.3
C -2.13245 3.93146 -2.93013 0.0 -1.5 1.3
C -1.71336 2.71398 -2.45608 0.1 -1.3 0.8
H -1.60930 1.75152 -0.49143 -1.0 1.2 -1.3
H -2.64036 3.92101 0.47166 -0.1 0.1 -0.5
H -3.15376 5.66073 -1.85392 0.8 -1.8 0.2
H -1.98363 4.02283 -3.97748 -0.5 1.2 -0.6
H -1.34351 1.86203 -3.02396 -0.1 0.3 0.2
N -2.05595 -2.04871 2.15691 0.0 -0.7 -2.1
C -2.20474 -3.29084 1.50344 -0.6 1.2 -1.0
C -2.49606 -4.23517 2.42809 1.1 0.9 2.7
C -2.34773 -3.59307 3.75355 -0.4 2.5 -1.3
C -2.14700 -2.14816 3.48481 -0.4 -4.7 0.4
H -1.88466 -1.15469 1.68990 -0.3 -0.3 -0.6
H -2.21519 -3.45696 0.40163 0.0 0.8 1.1
H -2.65745 -5.28239 2.23087 0.0 0.0 0.1
H -2.48733 -4.04744 4.73794 0.1 0.2 -0.5
H -1.93781 -1.24955 4.01636 -0.2 0.1 0.9
N 0.96541 -5.40432 -0.40601 -0.2 2.0 -0.4
C 1.80530 -5.91531 -1.38278 -0.6 -0.3 0.9
C 1.56624 -5.21745 -2.55018 0.3 0.5 0.4
C 0.62970 -4.14370 -2.31190 0.3 -1.5 3.6
C 0.32719 -4.24788 -0.86018 -0.2 0.2 -3.3
H 0.96669 -5.61047 0.57862 0.3 -0.2 -0.1
H 2.48203 -6.74557 -1.09174 -0.6 0.8 -0.6
H 2.19034 -5.38067 -3.42293 -0.5 0.0 -0.1
H 0.27612 -3.43347 -3.05178 0.0 -0.1 0.5
H -0.30270 -3.54147 -0.21699 1.1 -1.7 -1.1
N 0.88241 -2.56480 2.48065 -1.0 -0.5 -0.3
C 1.71665 -2.50876 1.38654 3.6 0.2 3.2
C 3.08370 -2.60721 2.02967 -2.6 0.2 -2.2
C 2.86662 -2.83150 3.42555 0.5 0.5 -1.2
C 1.53854 -2.81014 3.67687 -1.6 0.4 -1.1
H -0.14709 -2.48650 2.41592 1.1 -0.3 0.1
H 1.35889 -2.31879 0.35916 0.5 -0.2 1.1
H 4.03364 -2.43511 1.47022 -1.0 -0.4 0.7
H 3.56470 -2.85233 4.22097 0.9 -0.3 0.3
H 0.95365 -2.95811 4.57621 0.2 0.1 -0.1
N 2.23817 0.82761 -4.06397 -1.0 1.2 -1.5
C 1.19422 1.61931 -3.63159 0.0 1.6 -3.4
C 0.77670 2.42242 -4.83584 1.2 -1.4 2.1
C 1.68019 2.02433 -5.90017 0.0 0.0 0.2
C 2.52131 1.01997 -5.41795 -1.0 1.1 0.7
H 2.64060 0.13631 -3.48418 0.5 -0.7 0.4
H 0.94698 1.59788 -2.55546 -0.2 0.2 -1.1
H -0.04034 3.18992 -4.90015 1.1 -1.0 0.3
H 1.81844 2.44653 -6.95035 -0.6 -0.6 1.7
H 3.29383 0.52782 -5.98911 0.0 -0.3 0.5
N 0.00864 3.80801 2.73583 0.8 -0.6 2.8
C 0.32340 3.65630 1.40703 -0.9 0.8 0.3
C 1.09000 4.72506 1.04431 1.5 2.2 -1.1
C 1.43497 5.54573 2.16100 -1.9 -3.1 2.7
C 0.80697 4.80230 3.34666 -0.1 1.9 -5.0
H -0.63303 3.18907 3.37926 1.9 1.5 -2.0
H -0.07526 2.91475 0.73277 -0.2 0.0 0.5
H 1.43776 5.03342 0.01900 -0.6 -0.9 1.1
H 2.07148 6.43111 2.12128 -0.3 -0.5 0.4
H 0.78055 5.04549 4.39565 -0.2 -0.2 -0.1
N 2.90903 2.76740 2.73001 -0.5 0.3 -0.2
C 2.63003 1.41353 2.63087 0.8 1.9 0.1
C 3.76687 0.73697 2.95569 0.1 -0.8 0.1
C 4.79446 1.62922 3.28693 -0.6 3.4 -0.2
C 4.21780 3.02125 3.09305 0.4 -4.2 0.7
H 2.14771 3.47151 2.57328 1.8 -0.8 0.3
H 1.66682 1.06500 2.33809 -0.3 0.0 -0.1
H 3.75840 -0.34219 2.95673 0.4 0.0 0.1
H 5.79122 1.34204 3.66480 -0.7 0.5 -0.4
H 4.63005 4.01565 3.32536 -0.5 -0.8 -0.3

15
Properties=species:S:1:pos:R:3:forces:R:3 method="wB97M-V/def2-TZVPD" de_lowest_kj_mol=674.50 gap_ev="7.55 / 7.56" total_charge=+1 spin_multiplicity=1 lumo_energy_ev="-6.7906 / -6.7867" homo_energy_ev="-14.3 / -14.3" energy_ha=-287.699334
C -0.39105 0.87658 1.95071 0.8 -0.3 -1.7
C -0.27965 1.47474 0.83039 0.9 -0.3 1.6
C 0.36262 -0.42378 1.68355 3.4 1.4 -0.6
C 0.29208 1.09356 -0.38425 -1.4 0.8 -0.8
C 0.67691 -0.31601 0.14978 -1.4 -1.0 -1.3
C -0.67033 -0.59360 -2.04959 3.5 -1.1 -0.1
N -0.51842 -0.03886 -0.72480 1.6 0.2 0.7
H -1.00467 1.00434 2.73169 -1.9 0.7 2.9
H 1.39427 -0.36082 2.22124 -1.8 -0.2 -0.6
H -0.18185 -1.26571 2.00253 -0.6 -1.2 0.2
H 0.85386 1.86830 -0.87044 0.6 -0.5 -1.1
H 1.46671 -0.88890 -0.42274 -0.6 0.8 1.2
H -0.47154 0.10454 -2.85312 -0.2 0.2 0.0
H 0.04930 -1.46488 -2.16212 -0.4 1.0 0.0
H -1.57824 -1.06951 -2.10283 -2.4 -0.6 -0.3

10
Properties=species:S:1:pos:R:3:forces:R:3 method="wB97M-V/def2-TZVPD" de_lowest_kj_mol=405.24 gap_ev=10.53 total_charge=+1 spin_multiplicity=1 lumo_energy_ev=-6.5193 homo_energy_ev=-17.0 energy_ha=-317.687404
C -0.27594 0.00974 -0.57607 2.4 1.6 -1.6
N -0.45869 -0.87114 0.55512 0.5 1.3 3.3
C -0.36348 -0.52397 1.87007 -0.3 1.2 -1.4
N -0.63822 -1.65954 2.59010 1.0 2.6 1.3
N -0.77475 -2.62571 1.95488 -0.7 -2.4 -2.0
O -0.67617 -2.12068 0.41913 -0.2 -0.8 -0.1
H -0.85672 -0.22391 -1.47671 -0.8 0.1 0.9
H -0.22183 1.09346 -0.23858 -0.8 -1.5 -0.4
H 0.74594 -0.12413 -1.04680 -0.6 -0.3 1.1
H -0.13011 0.50087 2.32325 -0.5 -1.8 -1.0

19
Properties=species:S:1:pos:R:3:forces:R:3 method="wB97M-V/def2-TZVPD" de_lowest_kj_mol=219.01 gap_ev=10.11 spin_multiplicity=1 lumo_energy_ev=0.6034 homo_energy_ev=-9.5 energy_ha=-348.121399
C 0.66729 -1.56148 -0.03912 0.1 0.1 -0.2
C 0.77202 -0.31709 -0.50032 0.2 -0.3 -0.1
C 0.04239 0.23000 -1.69750 0.0 -0.1 -0.1
C 0.01457 1.75481 -1.80687 0.0 0.1 0.0
H 1.37738 -1.94718 0.68629 -0.1 0.1 0.0
H -0.09762 -2.25571 -0.38219 0.2 0.1 -0.1
H 1.51837 0.34834 -0.06351 0.0 -0.1 -0.1
H 0.58458 -0.16787 -2.56538 -0.1 0.1 0.0
H -0.96818 -0.19675 -1.76356 0.1 0.1 0.0
H -0.27268 2.06116 -2.81791 0.0 0.0 0.2
H -0.67071 2.21086 -1.08944 0.1 -0.1 -0.1
H 1.00999 2.16795 -1.60584 -0.1 -0.1 -0.1
C 0.05795 -1.18552 2.60060 -0.3 0.0 0.2
O -1.13678 -0.99964 2.63612 0.5 -0.1 0.1
H 0.78031 -0.37447 2.40676 -0.2 0.0 0.1
H 0.48642 -2.18685 2.78135 -0.1 0.1 0.1
O -1.19303 1.19860 0.95417 -0.3 0.0 0.1
H -1.74434 0.83351 0.25189 0.1 0.1 0.1
H -1.27678 0.53602 1.66220 -0.1 0.1 0.0

16
Properties=species:S:1:pos:R:3:forces:R:3 method="wB97M-V/def2-TZVPD" de_lowest_kj_mol=16.21 gap_ev=8.41 spin_multiplicity=1 lumo_energy_ev=-0.5269 homo_energy_ev=-8.9 energy_ha=-977.593135
O -0.68694 -0.28781 2.13415 1.0 0.1 -1.0
C -0.60223 -0.11319 0.79746 2.3 -0.7 2.6
C -1.64330 0.12864 0.00217 -0.3 0.4 -1.5
N -2.96680 0.41301 0.19354 -0.5 -0.5 1.2
N -3.46777 0.71421 -0.95500 1.1 0.2 -0.4
N -2.52937 0.72295 -1.95323 0.7 -0.9 0.7
C -1.38511 0.31233 -1.36285 0.0 1.3 -2.3
N -0.13536 0.25983 -1.97050 0.2 -0.8 1.9
C 0.83033 -0.03594 -1.11896 -1.6 0.5 -0.5
S 2.46638 -0.22201 -1.62323 0.6 0.1 0.4
C 3.02605 -0.36202 0.04438 -0.7 0.3 0.1
C 1.98445 -0.38292 0.90109 -0.8 0.6 1.3
N 0.70670 -0.19354 0.28522 -0.9 -0.1 -1.6
H -1.61790 -0.31858 2.34611 -0.7 0.1 0.3
H 4.10056 -0.26219 0.26647 -0.9 -0.5 0.0
H 1.92031 -0.37275 2.01316 0.6 -0.2 -1.1